(1)
The following is a DFT calculation (the ωB97M-V functional and the def2-TZVPD basis) of a 12-piece molecular cluster, C4H31NO13 overall at a distorted geometry.

For the calculated total energy, the calculation gives -1203.8643 a.u. The calculation puts the gap between HOMO and LUMO at 0.3529 Eh. The calculation puts the LUMO energy at -0.1140 eV. As for the strongest force on any atom: 4.1 eV/Å. Its energy above the lowest of the compared OMol25 structures with the same formula, charge and spin is 74.53 kcal/mol. Its SMILES is CC(C)NC(=O)O.O.O.O.O.O.O.O.O.O.O.O.

The geometry in ORCA input format:
```
! RIJCOSX wB97M-V def2-TZVPD def2/J DEFGRID3
* xyz 0 1
C 1.245 1.886 -1.417
C 0.618 0.902 -0.472
C -0.128 1.387 0.797
N -0.422 0.054 -1.137
C -1.371 0.576 -1.966
O -1.531 1.777 -2.100
O -1.944 -0.282 -2.823
H 1.798 2.638 -0.857
H 0.580 2.343 -2.144
H 1.803 1.220 -2.105
H 1.208 0.107 0.017
H -0.544 2.323 0.407
H 0.570 1.769 1.557
H -0.894 0.695 1.095
H -0.426 -0.930 -0.925
H -1.985 -1.193 -2.530
O 3.739 -0.040 0.574
H 4.549 -0.507 0.339
H 2.833 -0.279 0.322
O 3.491 2.486 1.721
H 3.880 2.090 0.941
H 3.166 1.793 2.307
O 0.705 4.240 0.869
H 0.741 4.630 1.748
H 1.602 3.889 0.753
O -1.678 -2.976 -1.301
H -1.197 -3.812 -1.365
H -2.495 -3.207 -1.768
O -3.349 0.790 1.165
H -2.858 1.624 1.258
H -3.594 0.739 0.225
O -0.717 -3.350 -3.780
H -0.068 -3.203 -3.079
H -0.980 -2.484 -4.150
O 0.062 -2.186 1.609
H -0.889 -1.917 1.554
H -0.012 -2.972 2.169
O 2.587 -0.870 3.033
H 2.681 -0.323 3.812
H 1.645 -0.850 2.826
O -2.609 -2.138 1.340
H -2.545 -2.773 0.612
H -2.537 -1.245 0.997
O -2.773 3.262 0.302
H -2.468 4.132 0.636
H -2.125 3.213 -0.433
O 0.814 -4.444 -0.593
H 1.229 -4.970 0.111
H 0.596 -3.613 -0.149
*
```

=====

(2)
The following is a DFT calculation (the ωB97M-V functional and the def2-TZVPD basis) of a 2-piece molecular cluster, C2H4BrNS overall at a distorted geometry.

For the calculated total energy, the calculation gives -3105.5201 a.u. The calculation puts the gap between HOMO and LUMO at 0.3803 Eh. The calculation puts the LUMO energy at 0.2511 eV. As for the strongest force on any atom: 3.3 eV/Å. Its energy above the lowest of the compared OMol25 structures with the same formula, charge and spin is 10.12 kcal/mol. Its SMILES is CSC#N.Br.

The geometry in ORCA input format:
```
! RIJCOSX wB97M-V def2-TZVPD def2/J DEFGRID3
* xyz 0 1
C -1.890 0.624 -0.064
S -1.591 -1.215 -0.176
C 0.054 -1.275 -0.125
N 1.159 -1.545 -0.075
H -2.463 1.112 0.760
H -2.318 1.029 -0.988
H -0.756 0.990 0.049
Br 4.431 0.570 0.293
H 3.375 -0.288 0.326
*
```

=====

(3)
The following is a DFT calculation (the ωB97M-V functional and the def2-TZVPD basis) of a 2-piece molecular cluster, C5H7N overall at a distorted geometry.

For the calculated total energy, the calculation gives -249.2446 a.u. The calculation puts the gap between HOMO and LUMO at 0.3357 Eh. The calculation puts the LUMO energy at 0.9144 eV. As for the strongest force on any atom: 5.2 eV/Å. Its energy above the lowest of the compared OMol25 structures with the same formula, charge and spin is 143.50 kcal/mol. Its SMILES is N=C=CC1=CC1.[H][H].

The geometry in ORCA input format:
```
! RIJCOSX wB97M-V def2-TZVPD def2/J DEFGRID3
* xyz 0 1
N -2.613 0.750 -0.531
C -1.587 0.267 -0.246
C -0.644 -0.570 0.007
C 0.505 0.362 0.127
C 0.981 1.318 -0.534
C 1.867 0.724 0.573
H -2.867 1.491 0.149
H -0.917 -1.358 0.773
H 0.807 2.015 -1.335
H 2.798 0.206 0.089
H 1.889 1.235 1.515
H -0.159 -3.284 -0.636
H -0.060 -3.156 0.050
*
```

=====

(4)
The following is a DFT calculation (the ωB97M-V functional and the def2-TZVPD basis) of a 2-piece molecular cluster, C22H25N2O overall at a distorted geometry.

For the calculated total energy, the calculation gives -1037.7230 a.u. The calculation puts the gap between HOMO and LUMO at 0.2201 Eh. The calculation puts the LUMO energy at -4.8958 eV. As for the strongest force on any atom: 1.5 eV/Å. Its energy above the lowest of the compared OMol25 structures with the same formula, charge and spin is 61.21 kcal/mol.

The geometry in ORCA input format:
```
! RIJCOSX wB97M-V def2-TZVPD def2/J DEFGRID3
* xyz 1 1
C 4.885 -1.503 2.821
C 3.995 -2.167 1.969
C 3.233 -1.444 1.053
C 3.368 -0.055 1.029
O 2.495 0.681 0.213
C 1.218 0.888 0.729
C 1.011 1.928 1.642
C -0.278 2.195 2.057
C -1.307 1.213 1.906
C -2.522 1.295 2.658
C -3.543 0.288 2.627
C -4.899 0.712 2.701
C -5.931 -0.141 2.337
C -5.657 -1.467 1.981
C -4.350 -1.963 2.090
C -3.304 -1.113 2.449
C -1.062 0.195 0.934
C 0.170 0.061 0.322
C 4.288 0.624 1.830
C 5.035 -0.113 2.750
H 5.492 -2.081 3.521
H 3.892 -3.253 1.991
H 2.519 -1.914 0.374
H 1.867 2.515 1.976
H -0.491 3.149 2.546
H -2.814 2.278 3.046
H -5.090 1.752 2.980
H -6.949 0.243 2.305
H -6.463 -2.116 1.646
H -4.140 -3.015 1.877
H -2.284 -1.502 2.552
H -1.849 -0.506 0.660
H 0.356 -0.697 -0.434
H 4.370 1.709 1.749
H 5.746 0.407 3.397
C -1.619 0.262 5.544
N -2.231 1.538 5.134
C -1.339 2.690 5.203
N -3.501 1.788 5.626
C -3.752 2.704 6.716
H -0.542 0.420 5.688
H -2.050 -0.117 6.488
H -1.765 -0.484 4.747
H -0.792 2.760 6.161
H -0.604 2.585 4.396
H -1.960 3.582 5.059
H -4.088 0.968 5.550
H -4.809 2.978 6.673
H -3.573 2.230 7.689
H -3.133 3.596 6.625
*
```

=====

- energy above the lowest of the compared OMol25 structures with the same formula, charge and spin of number 2 (C2H4BrNS)?
  10.12 kcal/mol